A:
The following is a DFT calculation (ωB97M-V/def2-TZVPD) of a 2-piece molecular cluster, CH3BrCl2OSi overall.

The geometry in XYZ format:
```
9
CH3BrCl2OSi ωB97M-V/def2-TZVPD
C -1.381 -0.002 -0.203
O -0.171 -0.639 -0.241
Si 1.380 -0.507 0.333
Cl 1.113 2.991 -0.961
Cl 1.661 0.301 2.044
Br 2.282 -2.272 -0.383
H -1.167 0.996 -0.410
H -1.823 -0.241 0.723
H -1.894 -0.626 -0.903
```

total charge: 0
orbital gap (alpha / beta): 5.7 / 5.7 eV
E_HOMO (alpha / beta): -8.38 / -8.38 eV

Electronic structure analysis, Mulliken charges in units of e:
1 C -0.462
2 O -0.091
3 Si 0.587
4 Cl -0.675
5 Cl -0.035
6 Br -0.043
7 H 0.259
8 H 0.249
9 H 0.212

***

B:
The following is a DFT calculation (ωB97M-V/def2-TZVPD) of one molecule with the formula CH3BrCl2OSi.

The geometry in XYZ format:
```
9
CH3BrCl2OSi ωB97M-V/def2-TZVPD
C -1.469 -0.006 0.097
O -0.278 0.377 -0.611
Si 1.303 0.209 -0.096
Cl 2.378 1.073 -1.526
Cl 1.551 0.952 1.709
Br 1.697 -1.998 -0.167
H -1.229 -0.156 1.220
H -1.594 -0.933 -0.441
H -2.359 0.482 -0.185
```

structure (SMILES): CO[Si](Cl)(Cl)Br
total charge: 0
orbital gap: 11.1 eV
E_HOMO: -10.62 eV

Electronic structure analysis, Mulliken charges in units of e:
1 C -0.588
2 O -0.257
3 Si 0.680
4 Cl -0.180
5 Cl -0.178
6 Br -0.244
7 H 0.215
8 H 0.281
9 H 0.272

***

Relative stability in eV, measured from the most stable structure: A 4.275; B 0.000